# 1
DFT (the ωB97M-V functional and the def2-TZVPD basis) results for a cluster of 6 separate species, C42H52N2O5P in total at a distorted geometry.

XYZ file:
```
102
C42H52N2O5P | the OMol25 dataset | the ωB97M-V functional and the def2-TZVPD basis
C -3.753 -1.052 -3.479
C -2.684 -0.517 -3.598
C -1.220 -0.210 -3.842
C -1.191 0.919 -4.930
O -0.200 1.653 -5.093
O -2.202 0.994 -5.633
C -0.441 -1.455 -4.421
C -0.024 -1.275 -5.911
C -1.181 -2.817 -4.347
C -0.089 -3.960 -4.312
C -0.299 -4.991 -5.456
N -0.583 0.178 -2.545
C -0.897 -0.762 -1.442
C 0.367 -0.967 -0.532
C 1.263 -2.054 -1.164
N 1.924 -2.815 -0.051
P -0.869 1.766 -2.052
O -0.826 1.842 -0.543
O 0.257 2.814 -2.556
O -2.322 2.328 -2.473
H -4.609 -1.671 -3.310
H 0.512 -1.506 -3.871
H 0.442 -2.218 -6.259
H 0.732 -0.495 -6.046
H -0.902 -1.138 -6.560
H -1.767 -2.988 -5.259
H -1.789 -2.969 -3.449
H -0.022 -4.432 -3.319
H 0.908 -3.519 -4.493
H 0.557 -5.677 -5.552
H -1.228 -5.549 -5.273
H -0.336 -4.415 -6.393
H -1.761 -0.446 -0.839
H -1.150 -1.766 -1.804
H 0.028 -1.246 0.478
H 0.906 -0.011 -0.514
H 0.702 -2.810 -1.734
H 1.998 -1.601 -1.852
H 2.122 -2.103 0.650
H 2.813 -3.156 -0.409
H 1.122 2.412 -2.400
H -2.259 3.294 -2.475
C 0.479 5.892 0.659
C 1.571 6.460 1.303
C 2.643 5.666 1.681
C 2.626 4.305 1.406
C 1.535 3.739 0.760
C 0.457 4.529 0.386
H -0.360 6.515 0.367
H 1.585 7.524 1.510
H 3.493 6.107 2.188
H 3.465 3.684 1.698
H 1.519 2.677 0.546
H -0.386 4.070 -0.106
C -2.175 2.009 2.528
C -2.282 1.873 3.906
C -2.808 0.708 4.451
C -3.219 -0.322 3.616
C -3.110 -0.186 2.239
C -2.591 0.981 1.694
H -1.764 2.917 2.102
H -1.953 2.675 4.557
H -2.894 0.602 5.526
H -3.623 -1.235 4.041
H -3.428 -0.992 1.587
H -2.506 1.089 0.623
C -5.815 6.483 2.590
C -5.550 5.121 2.656
C -4.380 4.613 2.109
C -3.469 5.468 1.502
C -3.732 6.830 1.439
C -4.907 7.337 1.979
H -6.730 6.879 3.014
H -6.257 4.455 3.135
H -4.176 3.552 2.154
H -2.554 5.072 1.079
H -3.021 7.497 0.967
H -5.114 8.399 1.924
C 1.813 -3.770 4.182
C 0.474 -4.128 4.102
C -0.478 -3.184 3.737
C -0.090 -1.885 3.443
C 1.250 -1.527 3.520
C 2.201 -2.469 3.893
H 2.554 -4.506 4.470
H 0.171 -5.144 4.325
H -1.523 -3.462 3.680
H -0.830 -1.151 3.153
H 1.553 -0.513 3.288
H 3.246 -2.188 3.958
C 5.065 -4.215 1.450
C 6.018 -3.751 2.346
C 7.351 -4.107 2.189
C 7.732 -4.920 1.129
C 6.779 -5.381 0.231
C 5.444 -5.032 0.394
H 4.024 -3.940 1.575
H 5.722 -3.112 3.169
H 8.094 -3.750 2.892
H 8.772 -5.194 1.004
H 7.076 -6.014 -0.596
H 4.700 -5.396 -0.303
```

* total charge: -1
* maximum force: 3.370 eV Å⁻¹
* E_tot: -2458.75207 Eh
* frontier orbital gap: 7.0278 eV
* E_LUMO: 0.0818 Eh
* highest occupied orbital energy: -4.80 eV

***

# 2
DFT (the ωB97M-V functional and the def2-TZVPD basis) results for the ion C19H37NP with charge +1 at a distorted geometry.

XYZ file:
```
58
C19H37NP | the OMol25 dataset | the ωB97M-V functional and the def2-TZVPD basis
C -4.543 1.698 -2.573
C -3.258 0.769 -2.823
C -2.138 0.858 -1.673
C -2.721 1.266 -0.216
C -1.487 1.191 0.840
C -1.846 0.342 2.153
C -2.338 -1.158 1.841
C -1.338 -2.316 2.353
C -1.003 -3.335 1.123
C 0.417 -3.051 0.432
C 0.313 -2.708 -1.151
P 1.989 -2.144 -1.862
C 1.978 -0.291 -2.355
C 2.513 0.497 -1.057
C 2.872 2.036 -1.306
C 3.117 2.826 0.104
N 3.091 1.892 1.283
C 1.861 1.757 2.061
C 2.109 0.703 3.169
C 3.589 0.286 2.919
C 4.199 1.047 1.723
H -5.230 1.255 -1.761
H -5.158 1.696 -3.546
H -4.289 2.789 -2.353
H -2.804 1.094 -3.835
H -3.587 -0.325 -2.922
H -1.325 1.596 -2.010
H -1.660 -0.173 -1.548
H -3.045 2.358 -0.287
H -3.594 0.593 0.088
H -0.582 0.722 0.305
H -1.204 2.254 1.153
H -2.697 0.909 2.689
H -0.919 0.335 2.820
H -2.458 -1.296 0.709
H -3.349 -1.312 2.375
H -1.921 -2.932 3.128
H -0.397 -1.939 2.876
H -0.939 -4.376 1.619
H -1.878 -3.352 0.386
H 1.026 -4.029 0.510
H 1.021 -2.228 0.958
H -0.542 -1.992 -1.388
H 0.050 -3.705 -1.671
H 2.917 -2.241 -0.751
H 2.463 -2.968 -2.928
H 0.879 0.031 -2.514
H 2.586 -0.125 -3.305
H 1.729 0.325 -0.227
H 3.480 -0.018 -0.685
H 3.897 2.066 -1.840
H 2.092 2.616 -1.904
H 2.313 3.641 0.236
H 4.132 3.360 0.130
H 0.903 2.340 1.811
H 1.339 0.349 3.923
H 4.152 -0.489 3.536
H 5.224 1.006 1.239
```

* total charge: +1
* maximum force: 5.720 eV Å⁻¹
* E_tot: -1141.78912 Eh
* frontier orbital gap: 7.8323 eV
* E_LUMO: -0.1004 Eh
* highest occupied orbital energy: -10.56 eV

***

# 3
DFT (the ωB97M-V functional and the def2-TZVPD basis) results for a structure of composition C14H7AuINO6 at a distorted geometry.

XYZ file:
```
30
C14H7AuINO6 | the OMol25 dataset | the ωB97M-V functional and the def2-TZVPD basis
Au 0.080 0.154 0.215
O 3.153 -2.450 1.539
C 2.186 -1.792 1.229
O 1.942 -1.154 0.182
C 1.052 -1.708 2.306
C 1.150 -2.305 3.551
C 0.105 -2.126 4.450
C -0.991 -1.366 4.062
C -1.000 -0.808 2.795
N 0.005 -0.990 1.953
C -2.135 0.108 2.261
O -3.076 0.285 3.000
O -1.924 0.569 1.109
H 2.042 -2.865 3.783
H 0.156 -2.554 5.442
H -1.831 -1.169 4.710
I 3.251 7.171 -4.225
C 2.118 5.553 -3.476
C 2.686 4.731 -2.516
C 1.951 3.668 -2.028
C 0.669 3.431 -2.511
C 0.099 4.274 -3.457
C 0.832 5.340 -3.948
C -0.115 2.229 -1.983
O -1.268 2.078 -2.321
O 0.603 1.509 -1.217
H 3.687 4.902 -2.148
H 2.366 3.008 -1.282
H -0.905 4.089 -3.806
H 0.409 5.996 -4.694
```

* maximum force: 4.098 eV Å⁻¹
* E_tot: -1477.22049 Eh
* frontier orbital gap: 4.5517 eV
* E_LUMO: -0.1620 Eh
* highest occupied orbital energy: -8.96 eV

***

# 4
DFT (the ωB97M-V functional and the def2-TZVPD basis) results for the ion C10H15N4 with charge +1 at a distorted geometry.

XYZ file:
```
29
C10H15N4 | the OMol25 dataset | the ωB97M-V functional and the def2-TZVPD basis
H -2.793 0.045 -1.207
N -1.929 -0.094 -0.760
C -1.859 -1.216 -0.152
N -2.962 -2.052 0.005
N -0.670 -1.695 0.332
C 0.534 -1.167 0.014
C 1.656 -1.985 0.092
C 2.954 -1.562 0.102
C 3.189 -0.247 -0.214
C 2.191 0.658 -0.425
C 0.848 0.134 -0.338
C -0.157 1.324 -0.430
C -0.335 2.067 -1.661
N -0.624 1.884 0.696
C -0.513 1.393 2.043
H -2.740 -3.124 -0.070
H -3.901 -1.757 -0.326
H -0.884 -2.744 0.572
H 1.469 -2.987 0.374
H 3.776 -2.209 -0.037
H 4.238 0.091 -0.091
H 2.245 1.771 -0.568
H -0.299 3.052 -1.355
H -1.320 2.060 -2.214
H 0.418 1.847 -2.312
H -1.096 2.827 0.746
H -0.903 2.091 2.857
H -1.072 0.477 2.127
H 0.538 1.118 2.199
```

* total charge: +1
* maximum force: 4.845 eV Å⁻¹
* E_tot: -608.79915 Eh
* SMILES: [H]/N=C(\N)Nc1ccccc1/C(C)=[NH+]\C
* frontier orbital gap: 9.1819 eV
* E_LUMO: -0.1088 Eh
* highest occupied orbital energy: -12.14 eV
* relative energy (zero: lowest compared OMol25 entry of this formula, charge and spin): 2.468 eV

***

# 5
DFT (the ωB97M-V functional and the def2-TZVPD basis) results for a cluster of 6 separate species, C43H37ClF4O15S in total at a distorted geometry.

XYZ file:
```
101
C43H37ClF4O15S | the OMol25 dataset | the ωB97M-V functional and the def2-TZVPD basis
C 2.477 0.398 0.867
C 2.551 0.962 -0.626
F 3.864 1.447 -0.961
C 2.037 -0.075 -1.759
C 2.616 -1.500 -1.310
C 2.777 -2.566 -2.503
C 3.174 -4.050 -2.032
C 3.765 -4.160 -0.545
S 5.556 -3.633 -0.394
O 5.735 -2.297 0.272
O 6.220 -4.664 0.510
Cl 6.551 -3.790 -2.234
O 2.368 0.317 -3.135
C 1.213 0.735 -3.891
O 1.048 0.856 -5.109
O 0.199 0.958 -2.878
C 0.434 -0.171 -1.991
C -0.518 -0.373 -0.725
C -1.929 -1.040 -1.202
C -2.390 -2.176 -0.192
F -2.999 -1.763 1.015
C -2.260 -3.557 -0.464
F -1.426 -4.072 -1.501
F -3.013 -4.494 0.288
H 3.306 -0.375 1.095
H 2.701 1.281 1.576
H 1.490 -0.111 1.124
H 1.817 1.855 -0.679
H 1.946 -2.009 -0.516
H 3.683 -1.318 -0.901
H 1.760 -2.628 -3.048
H 3.518 -2.201 -3.308
H 2.197 -4.669 -2.043
H 3.910 -4.559 -2.740
H 3.099 -3.677 0.264
H 3.770 -5.285 -0.282
H 0.323 -1.084 -2.676
H -0.028 -1.122 -0.013
H -0.742 0.622 -0.214
H -2.698 -0.188 -1.165
H -1.787 -1.422 -2.277
O -7.562 -2.408 -0.894
C -7.491 -3.077 0.121
C -6.187 -3.394 0.739
C -6.108 -4.129 1.850
C -7.322 -4.655 2.510
O -7.250 -5.323 3.524
C -8.627 -4.337 1.891
C -8.705 -3.603 0.781
H -5.308 -3.001 0.244
H -5.161 -4.372 2.315
H -9.506 -4.730 2.387
H -9.652 -3.359 0.314
O -8.886 3.187 1.414
C -7.959 2.433 1.185
C -6.760 2.405 2.050
C -5.744 1.578 1.795
C -5.774 0.656 0.641
O -4.846 -0.101 0.410
C -6.973 0.684 -0.224
C -7.989 1.510 0.030
H -6.753 3.087 2.894
H -4.858 1.544 2.417
H -6.978 0.003 -1.066
H -8.875 1.543 -0.592
O 1.213 4.264 -2.496
C 1.996 4.678 -3.331
C 3.357 4.115 -3.452
C 4.215 4.569 -4.365
C 3.842 5.654 -5.298
O 4.625 6.067 -6.132
C 2.480 6.217 -5.177
C 1.622 5.763 -4.264
H 3.614 3.320 -2.761
H 5.216 4.169 -4.467
H 2.223 7.011 -5.867
H 0.621 6.163 -4.162
O 9.887 -4.516 -1.923
C 10.497 -3.715 -1.238
C 11.972 -3.745 -1.153
C 12.640 -2.869 -0.402
C 11.933 -1.829 0.377
O 12.543 -1.029 1.061
C 10.458 -1.799 0.292
C 9.790 -2.675 -0.460
H 12.474 -4.512 -1.730
H 13.720 -2.877 -0.327
H 9.956 -1.032 0.868
H 8.710 -2.667 -0.534
O -4.407 6.226 8.693
C -4.857 5.844 7.631
C -4.810 4.417 7.245
C -5.302 4.000 6.078
C -5.917 4.944 5.122
O -6.368 4.561 4.057
C -5.965 6.370 5.507
C -5.473 6.788 6.674
H -4.356 3.739 7.957
H -5.275 2.959 5.780
H -6.418 7.048 4.795
H -5.500 7.829 6.972
```

* maximum force: 7.098 eV Å⁻¹
* E_tot: -4046.81535 Eh
* SMILES: C[C@@H](F)[C@]1(CCCCS(=O)(=O)Cl)OC(=O)O[C@@H]1CCC(F)=C(F)F.O=C1C=CC(=O)C=C1.O=C1C=CC(=O)C=C1.O=C1C=CC(=O)C=C1.O=C1C=CC(=O)C=C1.O=C1C=CC(=O)C=C1
* frontier orbital gap: 8.1974 eV
* E_LUMO: -0.0723 Eh
* highest occupied orbital energy: -10.16 eV

***

# 6
DFT (the ωB97M-V functional and the def2-TZVPD basis) results for a structure of composition C4H10F24KO2P4 at a distorted geometry.

XYZ file:
```
45
C4H10F24KO2P4 | the OMol25 dataset | the ωB97M-V functional and the def2-TZVPD basis
K 0.857 -0.251 0.110
P 1.911 1.207 -3.533
F 0.872 2.054 -4.485
F 1.920 2.453 -2.475
F 0.692 0.542 -2.709
F 2.977 0.410 -2.629
F 1.863 -0.005 -4.594
F 3.146 1.917 -4.338
P 0.061 -1.199 4.046
F 1.621 -1.413 4.385
F 0.284 0.393 4.055
F 0.369 -1.283 2.465
F -1.525 -0.943 3.728
F -0.208 -2.809 4.076
F -0.283 -1.140 5.665
P 3.716 -2.729 0.229
F 5.105 -2.964 1.068
F 4.121 -1.177 -0.070
F 4.544 -3.191 -1.091
F 2.340 -2.506 -0.575
F 3.243 -4.260 0.481
F 3.073 -2.168 1.635
P -1.749 -2.509 -1.159
F -0.798 -2.740 0.155
F -2.884 -1.914 -0.168
F -1.123 -1.016 -1.311
F -2.665 -2.236 -2.469
F -0.609 -3.144 -2.093
F -2.429 -3.975 -0.952
C -1.423 2.922 -1.714
O -2.391 1.900 -1.569
C -2.977 1.808 -0.311
C -2.148 1.141 0.801
O -0.845 1.678 0.970
C -0.839 2.855 1.754
H -0.564 2.859 -1.052
H -1.926 3.895 -1.603
H -1.052 2.831 -2.734
H -3.919 1.261 -0.349
H -3.240 2.804 0.096
H -2.065 0.069 0.620
H -2.679 1.129 1.764
H -1.106 2.572 2.778
H -1.452 3.640 1.301
H 0.185 3.232 1.796
```

* total charge: -3
* maximum force: 1.695 eV Å⁻¹
* E_tot: -4672.07366 Eh
* frontier orbital gap: 8.6681 eV
* E_LUMO: 0.2165 Eh
* highest occupied orbital energy: -2.78 eV
* relative energy (zero: lowest compared OMol25 entry of this formula, charge and spin): 0.000 eV

***

# 7
DFT (the ωB97M-V functional and the def2-TZVPD basis) results for a structure of composition C48H56N8PtS3.

XYZ file:
```
116
C48H56N8PtS3 | the OMol25 dataset | the ωB97M-V functional and the def2-TZVPD basis
Pt 2.402 -1.357 0.668
N 2.703 0.453 -0.170
S 2.439 1.882 -0.093
N 1.055 2.448 -0.764
S -0.292 2.502 -0.006
N -0.726 1.402 0.974
S -0.669 -0.247 0.785
N 0.503 -0.973 1.243
C -1.178 -0.496 -0.912
C -2.508 -0.374 -1.296
C -2.841 -0.578 -2.624
C -1.856 -0.904 -3.550
C -0.533 -1.019 -3.152
C -0.184 -0.813 -1.824
C -2.104 -0.615 1.769
C -3.097 0.331 2.001
C -4.201 -0.024 2.759
C -4.304 -1.305 3.284
C -3.307 -2.240 3.047
C -2.202 -1.898 2.282
C -0.418 3.966 0.983
C -0.129 5.169 0.347
C -0.194 6.338 1.083
C -0.541 6.291 2.430
C -0.822 5.081 3.045
C -0.764 3.898 2.321
C -1.456 2.776 -1.312
C -2.745 3.133 -0.932
C -3.700 3.321 -1.915
C -3.359 3.152 -3.253
C -2.069 2.792 -3.613
C -1.100 2.598 -2.638
C 3.616 2.787 -1.062
C 3.265 3.380 -2.265
C 4.260 3.976 -3.028
C 5.573 3.981 -2.584
C 5.908 3.388 -1.372
C 4.928 2.781 -0.606
C 2.531 2.664 1.509
C 2.278 1.874 2.620
C 2.322 2.460 3.879
C 2.626 3.807 4.009
C 2.878 4.587 2.884
C 2.825 4.020 1.623
H -3.278 -0.138 -0.573
H -3.873 -0.489 -2.936
H -2.125 -1.070 -4.586
H 0.232 -1.274 -3.874
H 0.845 -0.904 -1.500
H -3.001 1.333 1.610
H -4.976 0.706 2.950
H -5.163 -1.573 3.886
H -3.384 -3.237 3.460
H -1.437 -2.620 2.060
H 0.141 5.188 -0.702
H 0.021 7.285 0.608
H -0.593 7.209 3.000
H -1.088 5.053 4.094
H -0.972 2.942 2.781
H -2.992 3.283 0.112
H -4.705 3.612 -1.642
H -4.106 3.311 -4.020
H -1.810 2.664 -4.655
H -0.091 2.313 -2.897
H 2.237 3.382 -2.594
H 4.004 4.442 -3.970
H 6.342 4.454 -3.181
H 6.931 3.403 -1.022
H 5.179 2.324 0.344
H 2.047 0.823 2.500
H 2.130 1.859 4.757
H 2.674 4.255 4.993
H 3.120 5.635 2.992
H 3.023 4.618 0.743
C 5.296 -1.012 1.006
N 4.372 -1.831 0.185
C 4.661 -1.568 -1.246
C 4.581 -3.278 0.479
C 3.733 -3.672 1.667
N 2.318 -3.289 1.428
C 1.584 -3.431 2.704
C 1.682 -4.184 0.428
H 6.331 -1.248 0.747
H 5.128 -1.217 2.062
H 5.093 0.037 0.810
H 5.693 -1.848 -1.473
H 4.507 -0.512 -1.446
H 3.981 -2.153 -1.862
H 5.638 -3.470 0.672
H 4.301 -3.851 -0.405
H 4.062 -3.144 2.563
H 3.804 -4.746 1.863
H 1.689 -4.454 3.074
H 0.540 -3.216 2.525
H 1.977 -2.727 3.433
H 1.781 -5.225 0.751
H 2.153 -4.061 -0.545
H 0.630 -3.921 0.341
N -1.661 -3.683 -0.213
C -2.711 -3.760 -0.697
N -3.914 -3.831 -1.220
C -4.096 -4.004 -2.667
C -4.675 -5.378 -2.974
C -5.943 -5.626 -2.159
C -5.669 -5.464 -0.666
C -5.084 -4.090 -0.371
H -3.133 -3.851 -3.149
H -4.779 -3.221 -3.015
H -3.928 -6.141 -2.738
H -4.884 -5.448 -4.043
H -6.333 -6.622 -2.364
H -6.718 -4.915 -2.466
H -4.964 -6.231 -0.332
H -6.586 -5.593 -0.089
H -4.774 -3.993 0.669
H -5.825 -3.310 -0.575
```

* total charge: +2
* maximum force: 0.641 eV Å⁻¹
* E_tot: -3613.93358 Eh
* frontier orbital gap: 8.6189 eV
* E_LUMO: -0.1537 Eh
* highest occupied orbital energy: -12.80 eV
* relative energy (zero: lowest compared OMol25 entry of this formula, charge and spin): 0.000 eV

***

Question: What is the maximum force in the seventh record?
Answer: 0.641 eV Å⁻¹